Entry 1:
DFT (ωB97M-V with the def2-TZVPD basis set) results for a cluster of 2 separate species, C4H11NO2S in total at a distorted geometry.

Summary:
2S+1: 1
SMILES string: CNC(=O)CCS.O
M (g mol⁻¹): 137.2
F_max (eV/A): 1.5
Electronic energy (Eh): -762.42886
HOMO-LUMO gap (eV): 9.6

CARTESIAN COORDINATES (ANGSTROEM)
C 0.887 -0.383 0.069
C 0.149 -0.616 -1.260
S 1.298 -0.567 -2.724
C 0.030 0.503 0.972
N 0.101 0.274 2.324
C 0.716 -0.850 3.015
O -0.638 1.407 0.518
H 1.124 -1.358 0.493
H 1.892 0.030 -0.055
H -0.268 -1.621 -1.250
H -0.586 0.146 -1.483
H 1.162 0.749 -2.982
H -0.483 0.854 2.908
H 0.754 -1.795 2.465
H 1.752 -0.668 3.298
H 0.063 -1.035 3.869
H -2.825 0.506 0.745
H -3.177 1.703 -0.106
O -3.288 0.752 -0.051


Entry 2:
DFT (ωB97M-V with the def2-TZVPD basis set) results for a cluster of 2 separate species, C10H13NO3P in total at a distorted geometry.

Summary:
2S+1: 3
M (g mol⁻¹): 226.2
F_max (eV/A): 4.9
Electronic energy (Eh): -1010.58499
HOMO-LUMO gap (spin up / spin down) (eV): 3.0 / 4.0
Charge: -1

CARTESIAN COORDINATES (ANGSTROEM)
C 2.115 0.437 -0.111
C 3.421 -1.492 -0.444
C 0.964 -0.310 -0.506
C 2.376 -2.227 -0.903
C 3.311 -0.191 0.086
C 1.098 -1.677 -0.983
C -2.214 -0.794 1.054
C 4.633 0.417 0.471
C -6.168 1.396 0.169
C -5.001 1.121 -0.434
N 4.615 1.767 0.512
O -2.193 1.301 -0.702
O 5.645 -0.242 0.477
O -4.358 -0.023 -0.426
P -2.606 -0.116 -0.738
H 2.028 1.410 0.268
H 4.463 -1.864 -0.227
H -0.011 0.117 -0.345
H 2.594 -3.293 -1.295
H -3.171 -1.154 1.592
H -1.534 -0.176 1.666
H -1.446 -1.669 0.879
H -6.682 0.825 0.869
H -6.774 2.344 -0.048
H -4.383 1.896 -0.859
H 0.217 -2.297 -1.192
H 3.659 2.217 0.590
H 5.404 2.277 0.581